92
Properties=species:S:1:pos:R:3:lowdin_charge:R:1 method="wB97M-V/def2-TZVPD" energy_ev=-70116.4765 homo_ev="-4.84 / -4.71" orbital_gap_ev="3.6 / 3.1" total_charge=0
Hg 0.38597 -2.40080 1.64658 1.23
P -2.76389 -0.13595 -0.74044 0.95
P 1.64928 -0.26964 -1.08519 1.06
C 2.54063 -1.27175 1.45843 -0.39
C 0.26844 6.37772 2.45988 -0.06
C 2.16952 -2.11722 -0.95129 -0.34
C 2.64548 -2.53835 0.47942 -0.29
C -1.67867 5.71549 1.15603 -0.11
C 0.49092 -4.11703 -1.24666 -0.18
C 2.15804 2.33496 -1.68837 -0.09
C 0.06972 4.08049 1.60166 -0.23
C 1.70711 2.41533 2.23421 -0.18
C 2.42046 1.02049 -2.12298 -0.35
C 4.61102 -0.45913 2.56037 -0.08
C 2.03374 4.71049 2.98576 -0.08
C 3.48999 3.20802 -3.51254 -0.09
C 2.47845 3.41034 2.92578 -0.10
C -5.47300 -0.44750 -1.37941 -0.08
C -6.59320 -0.27899 -2.19100 -0.08
C 3.53541 -1.30586 2.57863 -0.05
C -1.26224 -0.76568 -1.52158 -0.41
C 2.61065 -4.10485 0.92400 -0.13
C -4.12471 0.77251 -2.99580 -0.07
C -2.88646 -1.30329 1.83273 -0.11
C -3.21034 -2.31603 2.73614 -0.10
C -0.25998 -3.69276 0.00370 -0.25
C 3.69254 1.90747 -3.98103 -0.10
C -3.16258 -1.45292 0.46479 -0.32
C 3.83514 0.60912 0.50341 -0.08
C -3.76795 -3.51376 2.29199 -0.10
C -2.27168 1.34643 0.14402 -0.21
C 1.53425 -3.16718 -1.86431 -0.20
C 0.81467 5.07951 2.36905 -0.19
C -3.64883 -2.69819 0.01676 -0.13
C 2.72441 3.41916 -2.35700 -0.06
C -0.04562 -0.12743 -1.72078 -0.41
C 1.40009 -4.95256 1.50551 -0.22
C 2.65600 -0.11780 0.47168 -0.25
C -3.94137 -3.72528 0.92173 -0.09
C -5.25951 0.96449 -3.78368 -0.08
C 0.00314 -4.40049 1.24397 -0.30
C 3.14181 0.81069 -3.30997 -0.08
C -6.49011 0.42553 -3.39427 -0.08
C -4.22359 0.07152 -1.77425 -0.30
C 0.61659 2.80507 1.52734 -0.09
C -0.96458 6.68798 1.89115 -0.11
C 4.77414 0.47510 1.52903 -0.06
C -1.15447 4.44626 0.99537 -0.06
H 3.38793 -4.13947 1.69966 0.10
H -2.41824 -0.39295 2.22111 0.10
H 3.27106 -0.20365 -3.69447 0.10
H 1.50436 -4.97773 2.61005 0.10
H 3.33492 -2.01721 3.38037 0.11
H 1.12638 -2.68602 -2.77413 0.11
H 4.29361 1.75819 -4.87872 0.10
H 1.54159 2.50578 -0.80020 0.08
H -2.63693 5.95844 0.69954 0.09
H -1.46620 -1.69161 -2.09263 0.04
H -1.66863 3.68603 0.42006 0.05
H -2.94810 1.56220 0.98299 0.07
H 0.83505 7.14739 2.99112 0.10
H 3.05465 -4.67299 0.09014 0.11
H 3.75515 -2.50131 0.34083 0.15
H -3.79717 -2.86474 -1.05768 0.12
H -4.30560 -4.68653 0.55732 0.11
H 3.40875 3.11089 3.39595 0.08
H -5.56748 -0.99289 -0.43690 0.10
H 3.91110 4.06469 -4.04548 0.10
H 2.35866 -3.81462 -2.22879 0.11
H -4.04444 -4.28919 3.00665 0.10
H -2.32793 2.15800 -0.59747 0.06
H 2.56998 4.42456 -1.97726 0.11
H -1.24905 1.25914 0.52966 0.01
H -5.18749 1.56031 -4.69370 0.11
H 1.51292 -1.09379 2.09218 0.03
H -1.27530 -3.33946 -0.21318 0.06
H 0.99042 -5.08459 -1.06130 0.11
H -1.38804 7.69221 1.98969 0.09
H 5.64395 1.12445 1.48386 0.11
H 2.03060 1.37724 2.25454 0.04
H 1.50979 -6.01224 1.20744 0.12
H -3.15777 1.15912 -3.32511 0.11
H -0.84232 -4.79996 1.82179 0.11
H -0.01219 0.48094 -2.65236 0.05
H -0.24803 -4.31856 -2.04131 0.12
H 3.11324 -1.84844 -1.50824 0.12
H 5.37199 -0.52418 3.34793 0.11
H -7.37377 0.58442 -4.00986 0.10
H -7.55614 -0.67201 -1.86467 0.11
H 2.59160 5.47856 3.51733 0.10
H -2.98901 -2.17401 3.79444 0.11
H 4.06731 1.29183 -0.31976 0.11